105
Properties=species:S:1:pos:R:3:lowdin_charge:R:1 method="wB97M-V/def2-TZVPD" energy_ev=-82426.7168 multiplicity=1 lumo_ev=-0.511 homo_lumo_gap_ha=0.2046 e_above_lowest_kcal_mol=19.93 e_homo_ev=-6.1
Pd 0.64 -0.44 -0.40 0.482
C 2.94 -3.67 0.24 -0.107
C 1.54 -3.65 0.86 -0.545
C 1.55 -2.83 2.14 -0.149
P 0.35 -2.82 -0.30 1.059
C 0.16 -4.06 -1.72 -0.504
C -1.22 -3.90 -2.33 -0.111
C 0.42 -5.54 -1.45 -0.110
C -1.26 -2.88 0.54 -0.311
C -1.84 -4.09 0.91 -0.077
C -3.16 -4.17 1.31 -0.299
C -3.82 -5.48 1.64 -0.064
C -3.91 -3.00 1.33 -0.050
C -3.36 -1.78 1.02 -0.022
C -2.00 -1.67 0.63 -0.305
N -1.47 -0.51 0.20 -0.094
C -2.02 0.73 0.33 -0.334
C -2.78 1.17 1.42 -0.047
C -3.40 2.40 1.39 -0.055
C -3.27 3.25 0.30 -0.304
C -4.00 4.56 0.23 -0.056
C -2.41 2.88 -0.73 -0.069
C -1.79 1.65 -0.73 -0.309
P -0.60 1.04 -1.97 1.089
C -0.19 2.53 -3.04 -0.522
C -1.19 2.96 -4.11 -0.108
C 1.19 2.28 -3.65 -0.125
C -1.71 -0.14 -2.92 -0.528
C -0.95 -0.73 -4.10 -0.123
C -3.10 0.36 -3.29 -0.093
H 3.65 -4.12 0.93 0.081
H 3.25 -2.64 0.04 0.053
H 2.97 -4.22 -0.69 0.065
H 1.19 -4.67 1.06 0.103
H 1.97 -1.84 1.92 0.028
H 2.15 -3.30 2.91 0.084
H 0.53 -2.70 2.51 0.070
H 0.91 -3.70 -2.44 0.101
H -1.98 -4.32 -1.68 0.075
H -1.28 -4.40 -3.30 0.083
H -1.45 -2.85 -2.48 0.039
H -0.34 -5.96 -0.79 0.065
H 1.40 -5.73 -1.02 0.056
H 0.37 -6.07 -2.40 0.080
H -1.25 -4.99 0.88 0.097
H -3.12 -6.31 1.58 0.070
H -4.63 -5.67 0.93 0.077
H -4.26 -5.46 2.63 0.075
H -4.96 -3.05 1.59 0.112
H -3.98 -0.90 1.01 0.097
H -2.87 0.54 2.29 0.113
H -4.02 2.71 2.23 0.109
H -4.76 4.62 1.01 0.074
H -4.49 4.66 -0.75 0.078
H -3.32 5.40 0.35 0.066
H -2.24 3.56 -1.55 0.104
H -0.09 3.34 -2.30 0.077
H -1.25 2.22 -4.91 0.064
H -0.85 3.90 -4.55 0.080
H -2.18 3.11 -3.71 0.061
H 1.15 1.47 -4.38 0.071
H 1.89 1.98 -2.87 0.046
H 1.56 3.17 -4.14 0.078
H -1.84 -0.93 -2.16 0.065
H -0.79 0.01 -4.88 0.059
H -1.49 -1.57 -4.53 0.076
H 0.03 -1.09 -3.76 0.063
H -3.09 0.96 -4.19 0.060
H -3.53 0.93 -2.48 0.067
H -3.75 -0.50 -3.47 0.080
O 2.40 -0.93 -2.12 -0.026
C 2.57 -0.38 -1.05 -0.468
C 3.58 0.23 -0.32 -0.230
C 4.93 0.14 -0.77 0.002
C 5.95 0.60 0.02 -0.070
C 5.69 1.19 1.26 -0.042
C 4.39 1.33 1.71 -0.055
C 3.33 0.88 0.94 -0.281
P 1.58 1.00 1.39 1.085
C 1.72 1.30 3.20 -0.351
C 2.06 2.55 3.70 -0.108
C 2.29 2.72 5.05 -0.074
C 2.21 1.64 5.92 -0.082
C 1.86 0.40 5.43 -0.075
C 1.61 0.23 4.08 -0.078
C 1.07 2.68 0.89 -0.367
C 1.70 3.39 -0.12 -0.094
C 1.27 4.67 -0.44 -0.092
C 0.21 5.24 0.24 -0.080
C -0.43 4.53 1.25 -0.080
C -0.01 3.25 1.56 -0.117
H 5.12 -0.32 -1.73 0.123
H 6.97 0.49 -0.32 0.106
H 6.52 1.53 1.87 0.108
H 4.20 1.79 2.66 0.100
H 2.14 3.40 3.03 0.111
H 2.56 3.70 5.43 0.105
H 2.41 1.78 6.97 0.103
H 1.81 -0.45 6.09 0.105
H 1.33 -0.74 3.71 0.077
H 2.56 2.96 -0.63 0.102
H 1.76 5.22 -1.22 0.106
H -0.13 6.24 0.00 0.104
H -1.25 4.97 1.79 0.108
H -0.51 2.70 2.34 0.112